Density functional theory data (the ωB97M-V functional and the def2-TZVPD basis) for one molecule with the formula C4H6O2 at a distorted geometry.

```
! wB97M-V def2-TZVPD RIJCOSX def2/J DEFGRID3
* xyz 0 1
C 1.608 0.501 0.524
C 0.124 0.629 0.434
O -0.681 1.009 -0.640
C -0.928 -0.311 0.043
C -1.234 -1.163 -1.137
O -2.222 -1.856 -1.153
H 1.772 0.013 1.493
H 2.086 -0.083 -0.262
H 2.059 1.495 0.587
H -0.275 1.157 1.301
H -1.654 -0.480 0.847
H -0.653 -0.912 -2.036
*
```

Output
orbital gap	0.3984	Eh
calculated total energy	-306.40315	Ha
E_HOMO	-10.208	eV

Charge distribution, Löwdin scheme, values in e: -0.03, -0.36, 0.00, -0.14, -0.22, 0.07, 0.09, 0.08, 0.08, 0.14, 0.15, 0.13

Density functional theory data (the ωB97M-V functional and the def2-TZVPD basis) for one molecule with the formula C4H6O2 at a distorted geometry.

```
! wB97M-V def2-TZVPD RIJCOSX def2/J DEFGRID3
* xyz 0 1
C -1.551 -0.360 -0.512
C -0.609 -0.439 0.663
O -0.632 -1.315 1.498
C 0.516 0.585 0.743
C 1.749 0.056 -0.295
O 0.519 1.668 -0.004
H -1.073 0.120 -1.370
H -1.895 -1.366 -0.765
H -2.422 0.250 -0.246
H 0.873 0.707 1.785
H 1.684 -0.086 -1.396
H 2.843 0.180 -0.100
*
```

Output
orbital gap (spin up / spin down)	0.3144 / 0.3130	Eh
calculated total energy	-306.34903	Ha
E_HOMO (spin up / spin down)	-9.493 / -9.478	eV

Charge distribution, Löwdin scheme, values in e: 0.00, -0.42, 0.08, -0.42, 0.25, -0.05, 0.08, 0.09, 0.10, 0.15, 0.07, 0.07

Density functional theory data (the ωB97M-V functional and the def2-TZVPD basis) for C4H6O2 as an isolated structure at a distorted geometry.

```
! wB97M-V def2-TZVPD RIJCOSX def2/J DEFGRID3
* xyz 0 1
O 2.072 1.011 -1.428
C 1.310 0.386 -0.801
C 0.791 -0.795 -0.238
C -0.719 -0.725 0.016
C -0.892 0.763 0.481
O 0.422 1.261 0.689
H 1.224 -1.738 -0.580
H 0.972 0.057 0.837
H -1.313 -0.948 -0.881
H -0.997 -1.455 0.788
H -1.470 0.830 1.413
H -1.400 1.354 -0.296
*
```

Output
orbital gap	0.3600	Eh
calculated total energy	-306.37554	Ha
E_HOMO	-9.187	eV

Charge distribution, Löwdin scheme, values in e: 0.21, -0.21, -0.13, -0.16, -0.26, -0.20, 0.12, 0.19, 0.11, 0.11, 0.11, 0.12

Density functional theory data (the ωB97M-V functional and the def2-TZVPD basis) for one molecule with the formula C4H6O2 at a distorted geometry.

```
! wB97M-V def2-TZVPD RIJCOSX def2/J DEFGRID3
* xyz 0 1
O 0.072 -1.838 0.617
C -0.693 -0.682 0.040
C -0.191 0.465 0.909
C 0.419 1.237 -0.300
C -0.001 0.031 -1.154
O 0.155 -0.286 -2.300
H 0.843 -2.098 0.089
H -1.727 -1.026 -0.034
H -0.803 0.991 1.650
H 0.496 -0.385 1.312
H 1.496 1.441 -0.251
H -0.066 2.165 -0.648
*
```

Output
orbital gap	0.3883	Eh
calculated total energy	-306.40640	Ha
E_HOMO	-9.916	eV

Charge distribution, Löwdin scheme, values in e: -0.08, -0.23, -0.12, -0.07, -0.34, 0.12, 0.10, 0.15, 0.11, 0.13, 0.11, 0.12